Entry 1:
The following is a DFT calculation (ωB97M-V/def2-TZVPD) of a single C31H38N6O2 molecule.

Values from the calculation:
structure (SMILES) = CCc1ccc(-c2cc3c(=O)n(CC(=O)NCCCN4CCC(Cc5ccccc5)CC4)nc(C)n3n2)cc1
energy relative to the best compared isomer or geometry (same formula, charge and spin) = 21.2 kcal per mole
2S+1 = 1
orbital gap = 8.68 eV

XYZ file:
```
77
C31H38N6O2, DFT ωB97M-V/def2-TZVPD
C 7.11572 2.26421 -2.21621
H 8.18164 2.22438 -2.42825
H 6.57225 2.23170 -3.15790
H 6.89343 3.20956 -1.72646
C 6.70228 1.09208 -1.32363
C 5.23060 1.14912 -1.03281
C 4.74758 1.91234 0.02390
C 3.39375 2.00709 0.26810
C 2.48157 1.34799 -0.55410
C 2.96211 0.57052 -1.60478
C 4.31949 0.47458 -1.83588
H 4.67989 -0.13311 -2.65399
H 2.27186 0.03316 -2.23759
C 1.05620 1.51869 -0.33460
N 0.57376 1.95901 0.82727
N -0.73540 2.05654 0.67288
C -1.64458 2.49427 1.60498
N -2.88444 2.57981 1.30221
N -3.32980 2.22429 0.08472
C -2.54265 1.72657 -0.92866
O -3.02392 1.36228 -1.99412
C -1.13688 1.68684 -0.59109
C 0.01153 1.32740 -1.26502
H 0.08203 1.00785 -2.28308
C -4.75865 2.38371 -0.10862
H -5.10635 3.10944 0.62630
H -4.93424 2.73809 -1.12720
C -5.50823 1.05423 0.11942
O -6.18742 0.85901 1.10277
N -5.33690 0.18045 -0.88570
H -4.66914 0.41452 -1.61356
C -5.78804 -1.19034 -0.78864
C -4.68197 -2.10889 -0.26289
H -5.10884 -3.07418 0.00861
H -4.27181 -1.66756 0.64638
C -3.55594 -2.32335 -1.28104
N -2.34338 -2.76320 -0.60862
C -1.54469 -1.63728 -0.16647
C -0.40417 -2.09734 0.73303
C 0.48380 -3.10285 0.00400
C -0.40261 -4.22626 -0.53306
C -1.52691 -3.66374 -1.39760
H -2.15840 -4.48241 -1.75194
H -1.09428 -3.15500 -2.28027
H -0.84609 -4.76481 0.30610
H 0.18944 -4.93038 -1.12112
C 1.57438 -3.66985 0.92706
C 2.61329 -2.64462 1.27882
C 3.74160 -2.48951 0.48328
C 4.71313 -1.55990 0.80452
C 4.55973 -0.75372 1.91842
C 3.43192 -0.88582 2.70860
C 2.47093 -1.83021 2.39516
H 1.60594 -1.94680 3.03244
H 3.30557 -0.25893 3.57930
H 5.31934 -0.03013 2.17286
H 5.59501 -1.46758 0.18824
H 3.86642 -3.11665 -0.38853
H 1.10266 -4.04992 1.83571
H 2.05599 -4.50882 0.41922
H 0.96977 -2.59719 -0.83920
H -0.82937 -2.56949 1.62066
H 0.18381 -1.23114 1.04428
H -2.18978 -0.94931 0.38758
H -1.12988 -1.08883 -1.03348
H -3.86476 -3.09034 -1.99523
H -3.37333 -1.39760 -1.85111
H -6.12443 -1.51984 -1.77478
H -6.63214 -1.19776 -0.09538
C -1.14598 2.87474 2.94959
H -1.98021 3.17492 3.57420
H -0.62496 2.03027 3.39689
H -0.43206 3.69148 2.85825
H 3.01813 2.59945 1.08772
H 5.44472 2.43931 0.66012
H 6.94638 0.15468 -1.82773
H 7.26649 1.13604 -0.38956
```

Entry 2:
The following is a DFT calculation (ωB97M-V/def2-TZVPD) of a molecular structure, C31H38NO2Tc.

Values from the calculation:
total charge = +1
energy relative to the best compared isomer or geometry (same formula, charge and spin) = 0.0 kcal per mole
2S+1 = 4
orbital gap (spin up / spin down) = 7.88 / 5.97 eV

XYZ file:
```
73
C31H38NO2Tc, DFT ωB97M-V/def2-TZVPD
O -0.36847 -1.12960 -3.15583
C -0.50329 -0.02657 -4.18634
C -0.15034 -0.87025 -5.38579
H 0.24237 0.75044 -4.04705
H -1.52657 0.36643 -4.19676
C -0.11365 -1.98621 -4.31725
H 0.81589 -0.61329 -5.81813
H -0.95912 -0.93640 -6.11694
C 1.23569 -2.66024 -4.24242
H 2.02019 -1.92544 -3.99087
H 1.48297 -3.10909 -5.21215
H 1.17692 -3.47468 -3.50822
C -1.25036 -2.96669 -4.55227
H -2.21864 -2.45408 -4.57630
H -1.24833 -3.72084 -3.75725
H -1.12603 -3.46952 -5.52853
Tc -0.28998 -0.97716 0.72977
C -2.05084 -1.46378 1.80153
C -2.39443 -0.18534 2.38101
C -2.78201 0.68503 1.35150
H -2.45590 0.00643 3.44785
C -2.67608 0.00837 0.10271
C -2.27987 -1.36082 0.35833
H -2.43572 -2.18591 -0.31444
H -1.97014 -2.38910 2.35996
H -3.19917 1.68309 1.48629
H -3.01338 0.37914 -0.86220
C 0.66762 -2.66135 1.59540
C -0.22156 -3.09554 0.55889
C 0.21079 -2.52474 -0.67145
H -1.05345 -3.77867 0.66643
C 1.39189 -1.76110 -0.42069
C 1.69293 -1.86070 0.97648
H 2.55382 -1.42362 1.46573
H 0.60442 -2.95014 2.63460
H -0.24169 -2.70307 -1.63598
H 1.94801 -1.20884 -1.16985
O 1.65375 2.08987 -3.00305
C 0.95268 1.37355 -1.97048
C -0.52281 1.80014 -1.94537
H 1.46656 1.61824 -1.03504
H 1.04205 0.29168 -2.12256
C -0.49423 3.18240 -2.60326
H -0.84636 1.80731 -0.90939
H -1.17087 1.09064 -2.46130
C 0.90114 3.30926 -3.25657
H -0.58779 3.91587 -1.80284
H -1.29422 3.35566 -3.32875
H 1.45165 4.18914 -2.86786
H 0.84508 3.41735 -4.35127
C 0.32997 4.28780 2.08277
C 0.54413 3.40733 1.01046
C 0.52255 2.03861 1.22978
C 0.36884 1.50463 2.52762
C 0.22704 2.39831 3.60433
C 0.20534 3.76843 3.38121
N 0.36564 0.12045 2.63187
C 0.77890 -0.38569 3.86158
C 1.91592 0.18926 4.48897
C 2.19271 -0.03935 5.82562
C 1.37230 -0.88725 6.57276
C 0.30420 -1.54462 5.95585
C 0.02862 -1.33535 4.60512
H 0.27012 5.36222 1.90071
H 0.73321 3.78838 0.00015
H 0.66256 1.26630 0.44548
H 0.14457 1.99390 4.61597
H 0.08892 4.43860 4.22462
H 2.53288 0.86751 3.89931
H 3.05320 0.44614 6.27770
H 1.55791 -1.02574 7.63475
H -0.32335 -2.23511 6.51737
H -0.78729 -1.87200 4.11396
```

Entry 3:
The following is a DFT calculation (ωB97M-V/def2-TZVPD) of a molecular structure, C31H39AuF6N5O7S2.

Values from the calculation:
total charge = +1
2S+1 = 1
orbital gap (spin up / spin down) = 6.22 / 6.22 eV

XYZ file:
```
91
C31H39AuF6N5O7S2, DFT ωB97M-V/def2-TZVPD
Au 1.42652 -1.35159 -0.70436
O -3.01856 -0.43567 -6.18076
C -1.81585 0.28440 -6.10732
C -1.03895 -0.11452 -4.88508
C 0.17270 0.50098 -4.57813
C 0.83917 0.11836 -3.42661
N 0.36255 -0.81348 -2.62342
C -0.78150 -1.44264 -2.89687
C -1.51150 -1.10725 -4.03457
C -1.17875 -2.50359 -1.96020
C -2.35711 -3.22870 -2.09448
C -2.63861 -4.26275 -1.20871
C -3.91214 -5.05167 -1.37790
O -4.96550 -4.28262 -1.88757
C -1.72832 -4.53281 -0.19349
C -0.58479 -3.75801 -0.10886
N -0.32798 -2.79580 -0.97117
H -3.51720 -0.13793 -6.94902
H -2.00560 1.36784 -6.05421
H -1.18686 0.09935 -6.99258
H 0.59543 1.26216 -5.21327
H 1.77795 0.56147 -3.13143
H -2.44008 -1.59254 -4.28689
H -3.06525 -3.00567 -2.87423
H -4.17576 -5.53944 -0.43189
H -3.73463 -5.83719 -2.12336
H -5.32013 -3.70902 -1.19837
H -1.90436 -5.32229 0.52017
H 0.16023 -3.91716 0.65661
C 3.45257 1.82106 2.08856
N 3.20345 0.40818 2.29895
C 2.05561 0.11012 3.13253
C 3.72123 -0.54385 1.52109
S 2.79859 -2.00386 1.28043
N 4.94396 -0.47626 1.01755
C 5.39454 -1.38752 -0.01076
C 5.98827 0.34757 1.58610
H 2.49282 2.30871 1.90695
H 4.06396 1.97982 1.20613
H 3.91869 2.27591 2.96374
H 1.94110 0.90377 3.86661
H 2.21070 -0.83683 3.64854
H 1.14050 0.03513 2.54301
H 4.58280 -1.60927 -0.70122
H 5.75845 -2.32312 0.41811
H 6.20163 -0.91546 -0.56574
H 5.71074 0.69936 2.57566
H 6.22344 1.19789 0.94421
H 6.88709 -0.26334 1.67874
C 1.81275 -3.68943 -3.34688
C 3.07969 -3.25970 -2.59487
O 3.02440 -2.09055 -1.90801
C 3.47449 -4.43114 -1.65533
F 2.50368 -4.62507 -0.74528
F 4.59920 -4.21174 -0.97294
F 3.62612 -5.59231 -2.29996
C 4.18764 -3.04482 -3.66154
F 5.36302 -2.71320 -3.12905
F 3.82367 -2.03835 -4.46611
F 4.39301 -4.11005 -4.44254
H 1.03417 -3.91084 -2.62326
H 2.02352 -4.57345 -3.94497
H 1.48426 -2.87768 -3.98992
C -5.77570 7.38007 5.36862
C -5.01789 6.18989 4.87753
C -4.11524 5.53629 5.71093
C -3.43533 4.41488 5.27044
C -3.66516 3.94907 3.98986
C -4.55699 4.57467 3.14111
C -5.23005 5.69779 3.58999
S -2.74960 2.53325 3.43504
O -2.01414 1.95053 4.52325
O -3.53605 1.66046 2.62423
N -1.62126 3.25498 2.37250
C -0.56538 2.32378 2.04147
C -0.38182 2.20812 0.52303
C 0.38456 0.95512 0.16205
O 1.51510 1.02734 -0.35928
O -0.13676 -0.16494 0.39296
H -5.23384 7.88558 6.16299
H -6.73694 7.06112 5.77018
H -5.97030 8.08151 4.56224
H -3.95122 5.90658 6.71251
H -2.74104 3.87801 5.89725
H -4.71915 4.16885 2.15535
H -5.93390 6.19812 2.94241
H -1.30437 4.15859 2.68476
H -0.88209 1.35165 2.43002
H 0.37652 2.60642 2.52092
H 0.12776 3.08161 0.11697
H -1.37460 2.11873 0.08009
```

So what do the calculations give for M? Going down the list: 526.7, 554.7, 968.8 g/mol.
So what do the calculations give for strongest force on any atom? Going down the list: 1.3, 3.2, 2.0 eV/Å.